# C3H5NOS

A 2-piece molecular cluster, C3H5NOS overall in a non-equilibrium geometry (the ωB97M-V functional and the def2-TZVPD basis, OMol25).

Structure (XYZ):
```
11
Properties=species:S:1:pos:R:3:mulliken_charge:R:1
C -0.573 -0.578 0.664 0.05
H 3.279 -0.547 0.069 0.17
H -1.253 2.219 -0.544 0.37
C -1.290 1.244 -0.107 -0.31
O -1.896 -0.650 0.805 -0.31
H -3.415 0.686 0.316 0.38
C -2.359 0.516 0.312 -0.12
H 0.037 -1.400 0.982 0.38
N -0.155 0.520 0.125 -0.41
S 2.859 -1.754 -0.281 -0.35
H 1.894 -1.243 -1.033 0.15
```

As for the HOMO-LUMO gap: 10.48 eV. The calculation puts the energy above the lowest of the compared OMol25 structures with the same formula, charge and spin at 115.5 kJ/mol. The calculation puts the highest occupied orbital energy at -9.5508 eV. As for the structure (SMILES): c1cocn1.S. As for the charge: 0.